Entry 1:
This record from the Open Molecules 2025 dataset describes a structure of composition C46H44BF3IN5O9PReS2. The level of theory is ωB97M-V/def2-TZVPD.

Computed properties:
Net charge: +1
Spin multiplicity: 2
E_tot: -4568.3172 a.u.
LUMO level (spin up / spin down): -4.62 / -4.34 eV
Energy relative to the best compared isomer or geometry (same formula, charge and spin): 194.7 kJ/mol

Geometry as XYZ:
```
113
Properties=species:S:1:pos:R:3:lowdin_charge:R:1
Re -1.478 0.672 0.568 1.271
I -4.370 0.836 0.191 1.319
C -4.946 0.277 -1.751 -0.555
C -6.293 0.031 -1.764 -0.171
C -6.976 -0.278 -2.948 -0.055
C -6.278 -0.290 -4.112 -0.020
C -4.885 -0.039 -4.130 -0.145
C -4.254 -0.041 -5.395 -0.010
C -2.922 0.201 -5.511 -0.038
C -2.179 0.391 -4.341 -0.100
C -2.724 0.375 -3.073 -0.268
P -1.319 0.450 -1.877 1.025
C -0.358 -1.038 -2.324 -0.316
C 0.966 -1.173 -1.907 -0.080
C 1.659 -2.356 -2.118 -0.042
C 1.037 -3.421 -2.754 -0.055
C -0.273 -3.288 -3.191 -0.056
C -0.967 -2.106 -2.984 -0.082
C -0.498 1.952 -2.491 -0.379
C 0.783 1.986 -3.029 -0.076
C 1.307 3.188 -3.489 -0.055
C 0.556 4.351 -3.420 -0.063
C -0.731 4.317 -2.897 -0.063
C -1.257 3.123 -2.435 -0.108
C -4.145 0.213 -2.929 -0.167
H -6.858 0.085 -0.843 0.082
H -8.039 -0.475 -2.922 0.116
H -6.771 -0.490 -5.054 0.121
H -4.864 -0.232 -6.269 0.123
H -2.430 0.217 -6.473 0.117
H -1.110 0.527 -4.455 0.111
H 1.470 -0.362 -1.411 0.085
H 2.683 -2.436 -1.778 0.116
H 1.573 -4.347 -2.914 0.112
H -0.765 -4.111 -3.692 0.114
H -1.993 -2.032 -3.317 0.110
H 1.375 1.086 -3.106 0.106
H 2.303 3.209 -3.909 0.114
H 0.968 5.283 -3.785 0.112
H -1.328 5.219 -2.857 0.114
H -2.269 3.100 -2.043 0.110
N 0.690 1.436 5.934 0.096
C 0.863 1.019 4.665 -0.926
N 0.908 -0.301 4.466 0.139
S 1.063 2.123 3.409 0.710
H 0.304 0.815 6.626 0.108
H 0.566 2.424 6.071 0.090
H 0.707 -0.949 5.209 0.121
H 0.927 -0.645 3.517 0.070
F -3.907 -1.666 2.398 0.113
C -3.370 -1.415 3.595 -0.666
F -4.296 -1.585 4.525 0.171
F -2.373 -2.271 3.802 0.156
S -2.732 0.308 3.656 0.539
O -3.836 1.138 3.205 -0.381
O -2.232 0.496 4.975 -0.227
O -1.655 0.276 2.628 -0.469
C -3.182 5.073 3.119 0.020
C -2.261 4.373 2.189 -0.247
C -1.103 4.811 1.549 0.048
C -0.583 3.727 0.879 -0.296
N -1.422 2.647 1.039 -0.131
N -2.430 3.103 1.860 0.047
C 0.731 3.692 0.200 -0.012
H -2.896 6.117 3.214 0.091
H -3.137 4.607 4.105 0.101
H -4.211 5.019 2.766 0.097
H -0.664 5.791 1.615 0.132
H -3.094 2.449 2.282 0.057
H 0.996 4.700 -0.110 0.103
H 0.758 3.027 -0.655 0.051
H 1.478 3.334 0.912 0.069
C 7.384 0.024 1.855 -0.043
C 6.617 -0.064 0.528 -0.562
C 6.879 1.220 -0.261 -0.070
C 7.148 -1.249 -0.292 -0.045
C 5.130 -0.272 0.811 -0.158
C 4.724 -1.399 1.537 -0.014
C 3.394 -1.674 1.834 0.039
C 2.469 -0.766 1.373 -0.201
O 1.089 -0.776 1.503 0.068
B 0.644 0.378 0.849 -0.710
O 1.725 1.069 0.306 0.051
C 2.847 0.353 0.665 -0.200
C 4.163 0.629 0.362 0.079
H 8.446 0.185 1.662 0.088
H 7.288 -0.892 2.438 0.078
H 7.017 0.852 2.463 0.093
H 7.951 1.326 -0.432 0.088
H 6.542 2.104 0.283 0.088
H 6.390 1.203 -1.237 0.085
H 8.208 -1.109 -0.510 0.088
H 6.613 -1.338 -1.239 0.089
H 7.040 -2.191 0.247 0.078
H 5.476 -2.093 1.889 0.113
H 3.101 -2.552 2.393 0.105
H 4.418 1.517 -0.196 0.118
O -3.157 -2.062 -0.933 0.074
C -2.260 -2.239 -0.144 -0.541
O -1.663 -1.229 0.478 -0.294
C -1.719 -3.568 0.245 -0.105
C -2.268 -4.719 -0.312 0.012
C -1.767 -5.965 0.032 -0.033
C -0.720 -6.066 0.937 0.023
C -0.202 -4.906 1.482 -0.115
C -0.671 -3.651 1.153 0.079
N 0.894 -5.004 2.464 -0.339
O 1.367 -6.096 2.673 0.104
O 1.277 -3.970 2.977 0.064
H -3.087 -4.620 -1.011 0.128
H -2.193 -6.860 -0.397 0.115
H -0.309 -7.022 1.229 0.126
H -0.231 -2.765 1.587 0.116
```

Entry 2:
This record from the Open Molecules 2025 dataset describes a structure of composition C46H44CsFN4O3P2. The level of theory is ωB97M-V/def2-TZVPD.

Computed properties:
E_tot: -3026.6147 a.u.
LUMO level: -2.00 eV

Geometry as XYZ:
```
101
Properties=species:S:1:pos:R:3:lowdin_charge:R:1
Cs -0.468 0.785 0.347 1.705
C -1.821 -2.123 3.035 -0.306
P -2.973 -3.419 2.316 1.055
C -4.632 -3.225 3.098 -0.360
C -5.245 -4.429 3.455 -0.133
C -6.515 -4.456 4.011 -0.105
C -7.191 -3.266 4.238 -0.101
C -6.590 -2.063 3.899 -0.082
C -5.328 -2.037 3.322 -0.080
C -3.304 -2.716 0.647 -0.369
C -3.791 -1.436 0.390 -0.078
C -4.019 -1.024 -0.915 -0.087
C -3.752 -1.873 -1.980 -0.082
C -3.254 -3.144 -1.737 -0.093
C -3.033 -3.561 -0.431 -0.122
C -2.219 -0.714 3.323 -0.441
C -2.812 -0.218 4.487 -0.102
C -2.826 1.176 4.350 -0.094
C -2.229 1.448 3.116 -0.453
C -1.850 2.790 2.576 -0.341
P -3.182 3.991 2.005 1.067
C -4.705 3.344 2.811 -0.383
C -5.358 2.186 2.395 -0.077
C -6.525 1.774 3.017 -0.083
C -7.048 2.503 4.076 -0.095
C -6.399 3.650 4.508 -0.099
C -5.240 4.070 3.871 -0.121
C -3.527 3.483 0.274 -0.384
C -3.151 2.276 -0.309 -0.171
C -3.407 2.030 -1.652 -0.096
C -4.075 2.974 -2.416 -0.077
C -4.488 4.166 -1.838 -0.091
C -4.201 4.423 -0.507 -0.115
N -1.865 0.300 2.489 -0.194
H -1.003 -2.125 2.308 0.064
H -1.437 -2.595 3.945 0.065
H -4.704 -5.354 3.294 0.079
H -6.974 -5.402 4.274 0.095
H -8.181 -3.277 4.678 0.096
H -7.099 -1.126 4.093 0.089
H -4.879 -1.084 3.084 0.078
H -3.986 -0.753 1.207 0.082
H -4.411 -0.032 -1.105 0.082
H -3.929 -1.545 -2.996 0.105
H -3.041 -3.811 -2.564 0.096
H -2.650 -4.555 -0.232 0.082
H -3.189 -0.808 5.312 0.091
H -3.208 1.904 5.053 0.090
H -1.159 2.691 1.732 -0.031
H -1.325 3.351 3.353 0.066
H -4.956 1.604 1.577 0.098
H -7.023 0.876 2.670 0.095
H -7.964 2.184 4.558 0.097
H -6.799 4.223 5.337 0.096
H -4.738 4.975 4.196 0.089
H -2.651 1.520 0.281 -0.045
H -3.061 1.107 -2.104 0.092
H -4.260 2.786 -3.466 0.101
H -5.018 4.901 -2.432 0.097
H -4.495 5.365 -0.057 0.092
C 4.188 -2.218 -5.023 -0.061
C 4.149 -0.691 -5.005 -0.199
N 3.721 -0.176 -3.712 -0.050
C 2.375 0.065 -3.525 0.035
C 1.810 0.367 -2.345 -0.036
C 0.317 0.734 -2.273 -0.869
O 0.097 1.856 -1.784 -0.276
O -0.488 -0.132 -2.642 -0.025
C 2.603 0.391 -1.138 -0.327
O 2.141 0.508 -0.005 -0.145
C 4.050 0.231 -1.367 -0.033
C 4.914 0.377 -0.284 0.094
C 6.266 0.255 -0.452 -0.197
F 7.089 0.448 0.608 0.058
C 6.814 -0.062 -1.690 -0.158
C 5.958 -0.243 -2.768 0.048
C 4.574 -0.063 -2.643 -0.129
N 8.217 -0.212 -1.930 -0.129
C 9.118 -0.547 -0.834 -0.126
C 10.446 -1.050 -1.473 -0.067
N 10.166 -1.281 -2.921 0.034
C 9.955 0.022 -3.617 -0.074
C 8.852 0.766 -2.811 -0.107
H 4.484 -2.581 -6.007 0.076
H 3.201 -2.616 -4.787 0.086
H 4.890 -2.595 -4.277 0.069
H 3.442 -0.328 -5.749 0.122
H 5.124 -0.278 -5.265 0.104
H 1.766 0.002 -4.418 0.149
H 4.486 0.601 0.685 0.145
H 6.399 -0.532 -3.713 0.106
H 8.663 -1.322 -0.222 0.138
H 9.330 0.306 -0.184 0.129
H 10.791 -1.975 -1.019 0.134
H 11.239 -0.309 -1.396 0.133
H 9.221 -1.700 -2.922 0.181
H 10.852 -1.873 -3.381 0.186
H 9.647 -0.184 -4.640 0.134
H 10.892 0.574 -3.633 0.132
H 8.111 1.198 -3.476 0.130
H 9.296 1.583 -2.232 0.136
```